Entry 1:
The following is a quantum chemistry calculation of an isolated ion of composition C6H13NO and charge +1 at a distorted geometry, from OMol25.

Geometry as XYZ:
```
21
Properties=species:S:1:pos:R:3:mulliken_charge:R:1
C 1.6016 2.3231 -0.3548 -0.53
O 1.3663 2.6175 -1.7229 -0.52
C 1.4107 0.8264 -0.0322 -0.81
C 0.2969 0.1394 -0.7999 -0.41
C -1.0707 0.2486 -0.0198 -0.86
N -1.6615 -3.2871 1.1444 -0.37
C -1.5042 -2.1590 0.3845 -0.09
C -1.1963 -0.9007 0.8823 -0.07
H 2.5745 2.6288 0.0434 0.34
H 0.8368 2.9244 0.1393 0.29
H 2.1010 2.3352 -2.2779 0.32
H 2.3865 0.3315 -0.0966 0.40
H 1.2968 0.7694 1.0640 0.33
H 0.5942 -0.8894 -1.0157 0.44
H 0.1320 0.6800 -1.7329 0.43
H -1.8977 0.2052 -0.7346 0.35
H -1.0585 1.1967 0.5002 0.43
H -2.5566 -3.5050 1.5719 0.31
H -0.9097 -3.4990 1.7943 0.29
H -1.6280 -2.2798 -0.6887 0.35
H -1.1139 -0.7063 1.9516 0.38
```

Calculated values
total energy = -9960.642 eV
lowest unoccupied orbital energy (alpha / beta) = -4.38 / -8.09 eV
ΔE to the lowest compared entry with this formula, charge and spin = 39.6 kcal per mole
spin multiplicity = 2
frontier orbital gap (alpha / beta) = 9.17 / 5.45 eV
charge = +1
expectation value of S² = 0.757



Entry 2:
The following is a quantum chemistry calculation of a 2-piece molecular cluster, C6H13NO overall at a distorted geometry, from OMol25.

Geometry as XYZ:
```
21
Properties=species:S:1:pos:R:3:mulliken_charge:R:1
C -2.1902 -1.6254 1.5166 -1.26
N -1.8859 1.3186 0.7592 -0.40
C -0.9305 0.3129 0.3223 1.62
C -1.1034 -0.9843 0.7122 -0.50
C 1.8373 0.4847 -2.3240 -1.06
C 0.8816 0.1479 -1.1779 -0.42
C 0.1275 0.9198 -0.4344 0.00
H -3.0356 -0.9070 1.3744 0.29
H -1.6846 -1.4424 2.4536 0.39
H -2.5774 -2.5286 1.1041 0.39
H -1.9628 2.1732 0.3333 0.19
H -2.1989 1.1151 1.6574 0.22
H -0.4702 -1.7434 0.2493 0.34
H 2.0954 -0.4033 -3.0237 0.33
H 2.7299 0.8781 -1.8551 0.30
H 1.5869 1.5325 -2.8355 0.29
H 0.6106 -0.9876 -1.3340 0.09
H 0.0768 2.0871 -0.5911 0.17
H 1.9543 -0.3279 0.7124 0.35
H 3.2082 0.4309 1.3833 0.34
O 2.9310 -0.4508 0.9977 -0.65
```

Calculated values
total energy = -9959.791 eV
lowest unoccupied orbital energy (alpha / beta) = -4.43 / -7.15 eV
ΔE to the lowest compared entry with this formula, charge and spin = 59.2 kcal per mole
spin multiplicity = 2
frontier orbital gap (alpha / beta) = 9.53 / 7.17 eV
charge = +1
expectation value of S² = 0.759



Entry 3:
The following is a quantum chemistry calculation of a 2-piece molecular cluster, C6H13NO overall at a distorted geometry, from OMol25.

Geometry as XYZ:
```
21
Properties=species:S:1:pos:R:3:mulliken_charge:R:1
C -2.2610 2.4751 -0.1945 -1.22
C -1.7928 1.4258 -1.1623 1.20
C -0.8688 1.6804 -2.1684 -0.98
N -2.2619 0.1876 -1.0160 -0.31
H -2.1776 2.1059 0.8262 0.37
H -3.3048 2.7249 -0.3888 0.37
H -1.6495 3.3662 -0.3018 0.37
H -0.5188 0.9103 -2.8439 0.31
H -0.4863 2.6729 -2.3392 0.31
H -3.1532 0.0435 -0.5626 0.30
H -2.0500 -0.4845 -1.7559 0.27
C 2.3464 -2.7560 1.4052 -0.93
C 1.8990 -1.5462 1.1098 0.84
O 2.0697 -1.0440 -0.1646 -0.49
C 1.1681 -0.5960 2.0268 -1.08
H 2.3234 -3.1590 2.4071 0.26
H 2.8887 -3.3443 0.6772 0.29
H 1.3333 -0.4797 -0.3702 0.24
H 1.2047 -0.9372 3.0559 0.34
H 1.6181 0.3907 1.9409 0.32
H 0.1324 -0.5961 1.6668 0.21
```

Calculated values
total energy = -9961.297 eV
lowest unoccupied orbital energy (alpha / beta) = -4.04 / -7.76 eV
ΔE to the lowest compared entry with this formula, charge and spin = 24.5 kcal per mole
spin multiplicity = 2
frontier orbital gap (alpha / beta) = 7.42 / 3.70 eV
charge = +1
expectation value of S² = 0.762



Entry 4:
The following is a quantum chemistry calculation of a 2-piece molecular cluster, C6H13NO2 overall at a distorted geometry, from OMol25.

Geometry as XYZ:
```
22
Properties=species:S:1:pos:R:3:mulliken_charge:R:1
C 0.3752 -1.0956 -1.6172 0.55
C 1.5974 -0.3718 -2.0955 -1.11
N -0.5774 -1.5047 -2.5697 -0.62
O -0.8725 -0.3982 -1.7105 -0.31
H -1.1366 -2.3063 -2.2667 0.27
H 0.5136 -1.6934 -0.7146 0.37
H 1.3592 0.1960 -2.9905 0.32
H 2.3783 -1.0970 -2.3160 0.33
H 1.9503 0.2995 -1.3159 0.18
C -1.8567 0.6132 1.2598 -1.36
C 0.8945 1.7719 1.1155 -1.40
C -0.6146 -0.1480 1.6153 0.65
C 0.6098 0.3704 1.5569 -0.16
O -0.7547 -1.4913 1.8792 -0.51
H -1.6881 -1.7378 1.8090 0.29
H 1.4434 -0.2463 1.8580 0.45
H -1.8250 1.6201 1.6732 0.30
H -1.9389 0.7010 0.1752 0.23
H -2.7508 0.1112 1.6332 0.49
H 0.3829 1.9969 0.1807 0.32
H 0.5493 2.4881 1.8608 0.38
H 1.9614 1.9221 0.9797 0.34
```

Calculated values
SMILES = C[C@@H]1NO1.C/C=C(\C)O
total energy = -12014.839 eV
lowest unoccupied orbital energy = 0.78 eV
ΔE to the lowest compared entry with this formula, charge and spin = 89.6 kcal per mole
frontier orbital gap = 9.09 eV



Entry 5:
The following is a quantum chemistry calculation of one molecule with the formula C6H13NO2 at a distorted geometry, from OMol25.

Geometry as XYZ:
```
22
Properties=species:S:1:pos:R:3:mulliken_charge:R:1
C -1.5019 -0.8290 -0.7874 -1.59
C -1.4387 -0.5055 1.7336 -1.42
C 1.5089 -1.2018 -0.6079 -1.61
C -0.7342 -0.4338 0.4247 1.53
C 0.7046 -0.3835 0.3780 -0.31
H 1.1528 -0.3687 1.3693 0.38
H -1.5306 -1.5679 1.9977 0.38
H -2.5527 -0.5600 -0.7003 0.39
H -1.4242 -1.9168 -0.9021 0.35
H -1.0640 -0.3683 -1.6724 0.37
H -0.8733 -0.0051 2.5161 0.38
H -2.4357 -0.0737 1.6722 0.34
H 1.1047 -1.1374 -1.6159 0.32
H 2.5351 -0.8301 -0.6369 0.41
H 1.5480 -2.2552 -0.3151 0.39
C 0.5136 1.3535 -0.0747 0.69
N 0.6639 1.4117 -1.4933 -0.53
O 1.5820 2.0209 0.5503 -0.53
O -0.6936 1.6248 0.3719 -0.80
H 1.2431 2.3123 1.4070 0.38
H 0.0674 2.1523 -1.8418 0.23
H 1.6249 1.5612 -1.7729 0.23
```

Calculated values
total energy = -12016.022 eV
lowest unoccupied orbital energy = 0.54 eV
ΔE to the lowest compared entry with this formula, charge and spin = 62.3 kcal per mole
frontier orbital gap = 8.73 eV



Entry 6:
The following is a quantum chemistry calculation of C6H13NO2 as an isolated structure at a distorted geometry, from OMol25.

Geometry as XYZ:
```
22
Properties=species:S:1:pos:R:3:mulliken_charge:R:1
C 0.5369 -0.0235 0.6124 0.18
C 2.0258 0.1165 0.9289 -1.48
C 1.0702 -1.2617 -1.8052 -1.29
C 0.7166 0.0988 -1.3257 0.56
O 0.0477 -1.3151 0.9468 -0.54
N 0.5377 1.1615 -1.8767 -0.75
H 0.4072 -1.5841 1.8029 0.32
H 0.0456 0.7552 1.2029 0.27
H -0.3346 1.8023 -1.3441 0.51
H 2.6235 -0.6287 0.4041 0.34
H 2.3794 1.1070 0.6417 0.38
H 2.1973 0.0113 2.0076 0.45
H 2.1301 -1.4583 -1.6486 0.32
H 0.5061 -2.0139 -1.2599 0.29
H 0.8320 -1.3315 -2.8633 0.35
C -2.4865 0.5099 1.0958 -1.07
C -1.8542 0.8126 -0.2166 0.33
O -1.4537 1.9509 -0.5407 -0.56
H -1.9400 0.0338 -0.9871 0.37
H -2.1776 -0.4825 1.4201 0.30
H -2.2380 1.2638 1.8416 0.33
H -3.5714 0.4758 0.9633 0.39
```

Calculated values
total energy = -12014.526 eV
lowest unoccupied orbital energy = 0.52 eV
ΔE to the lowest compared entry with this formula, charge and spin = 96.8 kcal per mole
frontier orbital gap = 8.36 eV



Entry 7:
The following is a quantum chemistry calculation of one molecule with the formula C6H13NO2S at a distorted geometry, from OMol25.

Geometry as XYZ:
```
23
Properties=species:S:1:pos:R:3:mulliken_charge:R:1
C 1.3827 -2.6208 -0.3703 -0.80
C -0.1344 -0.9235 1.1341 -0.07
C -1.1740 -1.9063 1.7538 -1.31
C -0.8929 0.4233 1.3106 -1.14
C -0.1428 1.6405 0.5500 -0.01
C -0.3034 1.6539 -1.0239 0.29
H 2.0698 -2.4289 0.4769 0.26
H 1.8915 -2.6582 -1.3551 0.35
H 0.7599 -3.5670 -0.1000 0.23
H 0.7674 -1.0431 1.7216 0.46
H -2.1055 -1.9168 1.1800 0.36
H -0.7844 -2.9143 1.6209 0.34
H -1.1758 -1.4915 2.8059 0.38
H -1.0264 0.7704 2.3511 0.45
H -1.8285 0.3570 0.8330 0.51
H -0.5378 2.6728 0.6949 0.43
H 1.5769 0.8232 0.5770 0.29
H 1.7641 2.3994 0.6001 0.31
H 0.5071 2.5144 -2.5213 0.38
N 1.2090 1.6138 1.0328 -0.70
O 0.7995 2.0609 -1.6715 -0.45
O -1.3557 1.4171 -1.6264 -0.59
S 0.1061 -1.3900 -0.6161 0.02
```

Calculated values
SMILES = CS[C@H](C)C[C@@H](N)C(=O)O
total energy = -22852.451 eV
lowest unoccupied orbital energy = 0.69 eV
ΔE to the lowest compared entry with this formula, charge and spin = 19.4 kcal per mole
frontier orbital gap = 9.21 eV



Entry 8:
The following is a quantum chemistry calculation of C6H13NO4 as an isolated structure at a distorted geometry, from OMol25.

Geometry as XYZ:
```
24
Properties=species:S:1:pos:R:3:mulliken_charge:R:1
C 0.3878 -0.5955 2.5071 0.09
C 0.2492 0.5759 1.5653 -1.35
C 0.6424 0.2687 0.1696 0.30
C 0.5504 1.3447 -1.9569 -0.92
C -0.3326 0.1308 -2.0560 0.31
C -0.4782 -0.4643 -0.5817 -0.59
H -1.4935 -0.3785 2.1257 0.40
H 0.8229 -0.4607 3.3980 0.45
H 0.9978 -2.6356 1.6203 0.35
H -0.8314 1.1369 1.6618 0.48
H 0.9977 1.3087 2.0807 0.15
H 1.7105 -0.2669 0.1859 0.36
H -0.2516 1.9563 0.0777 0.42
H 1.6085 0.9807 -2.2473 0.26
H 0.2888 2.1901 -2.5449 0.36
H -1.3158 -0.0772 -2.6268 0.47
H -0.2823 -1.0878 -4.0443 0.34
H -0.5282 -1.4432 -0.4435 0.86
H -2.5808 -0.7657 0.0489 0.38
N 0.5341 1.6315 -0.4560 -0.55
O -0.8755 -1.2298 2.5770 -0.57
O 1.4055 -1.4711 1.8180 -0.63
O 0.5286 -0.9173 -2.7528 -0.65
O -1.7541 0.2694 -0.1258 -0.72
```

Calculated values
total energy = -16102.690 eV
lowest unoccupied orbital energy = -0.68 eV
ΔE to the lowest compared entry with this formula, charge and spin = 233.1 kcal per mole
frontier orbital gap = 8.17 eV



Entry 9:
The following is a quantum chemistry calculation of C6H13NSi as an isolated structure at a distorted geometry, from OMol25.

Geometry as XYZ:
```
21
Properties=species:S:1:pos:R:3:mulliken_charge:R:1
C -2.3023 -0.0474 1.0047 0.10
C -0.4194 -1.7382 -0.2586 -1.60
C -1.9960 -0.4869 -1.7290 -1.59
C 1.7636 0.9295 -0.8206 -1.15
C 0.3000 1.1389 1.7106 -1.06
C -1.0625 -0.4141 -0.5465 0.96
N -2.8086 0.1162 2.0151 -0.52
Si 0.0494 1.1283 -0.1938 0.53
H -1.0441 -2.5123 -0.1559 0.52
H 0.0577 -1.8138 -1.2114 0.44
H 0.3283 -1.6549 0.5367 0.32
H -1.4508 -0.5931 -2.6232 0.51
H -2.5850 -1.3993 -1.6818 0.39
H -2.6274 0.5016 -1.8065 0.31
H 2.3303 1.8034 -0.7430 0.40
H 2.3539 0.2037 -0.2965 0.36
H 1.7042 0.5293 -1.8125 0.33
H -0.2110 1.9754 2.2584 0.34
H -0.1138 0.1987 2.1037 0.35
H 1.4482 1.2733 2.0250 0.27
H -0.7100 2.1066 -0.8257 -0.23
```

Calculated values
total energy = -15798.121 eV
lowest unoccupied orbital energy = 0.55 eV
ΔE to the lowest compared entry with this formula, charge and spin = 36.4 kcal per mole
frontier orbital gap = 11.27 eV



Entry 10:
The following is a quantum chemistry calculation of an isolated ion of composition C6H13O and charge -1 at a distorted geometry, from OMol25.

Geometry as XYZ:
```
20
Properties=species:S:1:pos:R:3:mulliken_charge:R:1
C -1.9370 -1.0511 0.7433 -0.73
O -1.2834 -0.8833 1.8946 -0.86
C -1.7095 0.0970 -0.3481 -0.56
C -0.3032 0.0213 -0.9122 -1.40
C 0.8653 -0.0224 0.0902 1.21
C 2.1584 -0.2854 -0.6573 -1.69
C 0.8376 1.2936 0.8855 -1.42
H -3.0508 -1.0364 0.8467 0.35
H -1.5468 -1.9345 0.1770 0.20
H -2.4352 -0.1798 -1.1179 0.41
H -1.9576 1.0484 0.1327 0.30
H -0.0447 0.8692 -1.5624 0.37
H -0.2555 -0.7774 -1.6681 0.36
H 0.6391 -0.8300 0.7757 0.35
H 2.0360 -1.0359 -1.4358 0.39
H 2.9245 -0.7008 0.0118 0.39
H 2.6610 0.5694 -1.1329 0.35
H 0.2724 2.0695 0.3712 0.27
H 1.8342 1.6808 1.0988 0.45
H 0.2953 1.0878 1.8072 0.26
```

Calculated values
SMILES = CC(C)CCC[O-]
total energy = -8479.663 eV
lowest unoccupied orbital energy = 3.98 eV
ΔE to the lowest compared entry with this formula, charge and spin = 6.4 kcal per mole
frontier orbital gap = 6.19 eV
charge = -1



Question: total energy of number 6 (C6H13NO2)?
Answer: -12014.526 eV



Question: total energy of number 5 (C6H13NO2)?
Answer: -12016.022 eV